# 1
Molecular formula: C9H16N2
Method: DFT, ωB97M-V/def2-TZVPD

XYZ file:
```
27
Properties=species:S:1:pos:R:3:nbo_charge:R:1
C -0.7130 -1.0362 -1.9489 -0.36
C -1.6375 -0.3597 -1.3647 -0.02
C -2.8353 0.3985 -1.9463 -0.65
C -1.7115 -0.5556 0.0979 -0.22
C -0.8328 -0.5551 1.0568 -0.17
C 0.6136 -0.0865 1.2285 -0.14
C 0.6896 0.8965 2.5214 -0.60
C 1.5272 -1.3074 1.5062 -0.59
C 1.0500 0.7099 0.0887 0.06
N 2.0547 0.4272 -0.6124 -0.27
N 2.3009 1.0993 -1.8014 -0.62
H -0.5703 -1.1795 -3.0310 0.19
H 0.0749 -1.3169 -1.3817 0.19
H -2.5342 0.4452 -3.0082 0.22
H -2.7646 1.4651 -1.6721 0.23
H -3.7432 -0.1696 -1.9291 0.23
H -2.6845 -1.0426 0.3153 0.20
H -1.1039 -0.9143 2.0125 0.19
H 1.3671 1.7732 2.3062 0.22
H 1.1746 0.3815 3.3549 0.21
H -0.3009 1.1634 2.8616 0.22
H 2.4797 -1.0511 1.9338 0.22
H 1.5434 -1.9951 0.6639 0.22
H 0.9904 -1.9143 2.3337 0.20
H 0.3156 1.5746 -0.0902 0.15
H 1.9417 2.0379 -1.6484 0.33
H 3.3084 1.1115 -1.8470 0.36
```

The SMILES is C=C(C)/C=C\C(C)(C)/C=N/N. As for the total energy: -461.9093 hartree.

---

# 2
Molecular formula: C41H99N3O10
Method: DFT, ωB97M-V/def2-TZVPD

XYZ file:
```
153
Properties=species:S:1:pos:R:3:lowdin_charge:R:1
C -2.6994 0.9139 1.5796 -0.01
C -2.6064 1.8904 0.4042 -0.46
C -3.3685 3.2994 0.6531 -0.01
C -1.1244 2.2309 0.1721 -0.13
C -0.3581 1.0292 -0.4166 -0.18
C -1.0004 0.8222 -1.8074 -0.13
C -2.5531 0.4922 -1.8285 -0.42
C -3.0389 0.8285 -3.2641 -0.03
C -2.6782 -1.0342 -1.4638 -0.01
N -3.1915 1.4185 -0.8300 -0.15
O -4.5502 1.2602 -0.8196 -0.01
H -1.8437 0.2391 1.5593 0.06
H -2.6954 1.4758 2.5136 0.08
H -3.6172 0.3274 1.5363 0.08
H -2.7024 4.0034 1.1519 0.06
H -3.4615 3.8662 -0.2734 0.08
H -4.2433 3.2067 1.2967 0.05
H -0.9356 3.1379 -0.4021 0.11
H -0.5963 2.2889 1.1239 0.11
H 0.7158 1.1866 -0.5168 0.09
H -0.2853 0.1276 0.1917 0.08
H -0.4837 0.1028 -2.4427 0.10
H -0.8372 1.7990 -2.2627 0.08
H -2.8167 1.8808 -3.4417 0.08
H -4.1080 0.6894 -3.4241 0.08
H -2.4029 0.3343 -3.9985 0.08
H -3.7290 -1.2546 -1.2757 0.06
H -2.0752 -1.3901 -0.6286 0.07
H -2.4497 -1.6088 -2.3614 0.07
H -4.8979 2.1155 -1.0824 0.10
C 5.9246 0.6250 3.9937 -0.04
C 4.8392 -0.3658 3.4097 -0.41
C 5.3479 -0.6805 1.9628 -0.05
C 4.9353 -1.7873 4.2302 -0.08
C 3.6179 -2.6336 4.1248 -0.17
C 2.2705 -1.9309 4.2512 -0.16
C 2.1715 -0.7422 3.2881 -0.48
C 1.9545 -1.4117 1.9298 -0.03
C 0.9414 0.1121 3.6745 -0.02
N 3.3971 0.1139 3.4151 -0.08
O 3.2605 1.3517 2.7340 -0.02
H 6.8899 0.2486 4.3323 0.08
H 5.9993 1.3704 3.2019 0.07
H 5.5356 1.0543 4.9170 0.07
H 6.3662 -1.0674 2.0017 0.08
H 4.8284 -1.5603 1.5832 0.06
H 5.3308 0.1932 1.3113 0.06
H 5.8323 -2.3504 3.9726 0.11
H 5.0152 -1.5162 5.2830 0.10
H 3.5138 -3.2635 3.2413 0.10
H 3.6324 -3.3137 4.9765 0.10
H 2.0714 -1.5129 5.2379 0.12
H 1.4750 -2.6690 4.1478 0.10
H 1.1793 -2.1763 1.9810 0.08
H 2.7681 -2.0297 1.5501 0.06
H 1.5002 -0.8029 1.1480 0.06
H 1.2308 0.6597 4.5714 0.08
H 0.0257 -0.4267 3.9177 0.08
H 0.8870 1.0375 3.1011 0.07
H 3.1580 1.9410 3.4848 0.10
C 2.0245 -2.0319 -1.9541 0.01
C 1.8395 -3.4240 -2.7723 -0.42
C 0.3414 -3.7934 -2.6143 -0.05
C 2.0088 -3.0719 -4.2239 -0.22
C 3.3717 -2.8528 -4.7265 -0.16
C 4.3193 -4.0468 -4.2242 -0.09
C 4.1814 -4.4745 -2.7026 -0.50
C 4.8545 -5.8831 -2.5967 -0.04
C 4.8808 -3.4724 -1.8208 -0.04
N 2.7511 -4.5808 -2.3687 -0.10
O 2.3316 -5.3143 -1.2054 -0.01
H 2.6836 -2.2005 -1.1025 0.06
H 2.5841 -1.3261 -2.5680 0.04
H 1.0658 -1.5873 -1.6871 0.06
H 0.0340 -4.7553 -3.0246 0.09
H 0.0067 -3.6574 -1.5860 0.07
H -0.2905 -3.0748 -3.1362 0.07
H 1.7067 -3.9492 -4.7959 0.12
H 1.3069 -2.3340 -4.6124 0.13
H 3.2289 -2.9617 -5.8016 0.11
H 3.9041 -1.9882 -4.3300 0.10
H 5.3095 -3.5994 -4.3102 0.10
H 4.4354 -4.9329 -4.8483 0.10
H 4.6853 -6.6246 -3.3775 0.08
H 4.8714 -6.2649 -1.5758 0.08
H 5.8982 -5.6677 -2.8254 0.07
H 5.9668 -3.5446 -1.8800 0.09
H 4.5038 -3.5623 -0.8021 0.08
H 4.6653 -2.4479 -2.1244 0.06
H 2.0264 -6.1187 -1.6315 0.10
C 1.0357 2.5898 -4.6906 -0.05
C 0.4636 3.4582 -5.8760 -0.33
O 1.5081 3.4968 -6.7616 -0.07
H 1.9886 2.9428 -4.2962 0.05
H 1.1942 1.5725 -5.0485 0.08
H 0.2924 2.5071 -3.8977 0.05
H 0.3870 4.4879 -5.5270 0.10
H -0.5347 3.2571 -6.2646 0.11
H 1.3274 4.2491 -7.3298 0.09
C 0.3654 6.0802 0.5858 -0.07
C 1.9065 6.0665 0.4820 -0.31
O 2.5639 7.3165 0.3542 -0.08
H -0.0764 5.1427 0.2484 0.05
H -0.0118 6.7953 -0.1454 0.07
H -0.0936 6.5147 1.4738 0.07
H 2.1567 5.6266 -0.4833 0.10
H 2.3522 5.3902 1.2114 0.10
H 3.4732 7.1063 0.1294 0.08
C -6.8329 1.5138 1.8623 -0.11
C -8.0611 2.2704 2.0021 -0.37
O -8.0703 3.2204 0.9824 -0.06
H -6.6604 0.9925 0.9207 0.07
H -6.9468 0.7837 2.6636 0.09
H -5.9925 2.2050 1.9273 0.06
H -8.0880 2.6461 3.0249 0.12
H -8.9125 1.6080 1.8461 0.12
H -8.8772 3.0941 0.4777 0.08
C -5.8956 -3.2881 -1.1753 -0.08
C -6.0335 -3.5667 -2.6893 -0.37
O -5.7957 -4.8674 -3.0118 -0.06
H -4.8552 -3.3703 -0.8609 0.06
H -6.4214 -4.1033 -0.6782 0.07
H -6.2741 -2.3098 -0.8791 0.07
H -5.7270 -2.8204 -3.4223 0.12
H -7.1158 -3.5155 -2.8078 0.10
H -6.4319 -5.3503 -2.4793 0.09
C -1.6114 -3.6387 4.2963 -0.07
C -2.4253 -2.8641 3.2604 -0.36
O -2.4716 -3.4748 2.0318 -0.06
H -1.6268 -3.0432 5.2092 0.07
H -0.5920 -3.8702 3.9876 0.06
H -2.1284 -4.5207 4.6742 0.07
H -2.1264 -1.8215 3.1514 0.09
H -3.4780 -2.8468 3.5427 0.12
H -1.5656 -3.7219 1.8323 0.08
C -4.6117 5.8026 3.4722 -0.09
C -4.0230 4.9495 4.5388 -0.34
O -4.9221 4.4122 5.4980 -0.08
H -5.0191 6.7633 3.7873 0.08
H -5.2380 5.1781 2.8352 0.07
H -3.8342 6.2650 2.8641 0.07
H -3.3907 5.5488 5.1939 0.11
H -3.4189 4.2081 4.0159 0.10
H -4.4952 4.1280 6.3095 0.08
C 4.1325 1.1725 -0.9884 -0.09
C 3.5784 1.5419 -2.3145 -0.33
O 2.4953 2.3880 -2.0362 -0.10
H 4.6799 0.2335 -1.0700 0.07
H 3.3133 1.0696 -0.2767 0.07
H 4.7925 1.9751 -0.6591 0.08
H 3.1055 0.6623 -2.7514 0.09
H 4.2685 2.0590 -2.9811 0.12
H 2.5431 3.1001 -2.6783 0.05
```

The SMILES is CC1(C)CCCC(C)(C)N1O.CC1(C)CCCC(C)(C)N1O.CC1(C)CCCC(C)(C)N1O.CCO.CCO.CCO.CCO.CCO.CCO.CCO. As for the total energy: -2537.7806 hartree.

---

# 3
Molecular formula: C7H15NO
Method: DFT, ωB97M-V/def2-TZVPD

XYZ file:
```
24
Properties=species:S:1:pos:R:3:nbo_charge:R:1
C -1.2827 0.6435 0.1463 0.23
C -1.8234 1.5375 -0.9228 -0.67
C -2.0010 -0.6497 0.3689 -0.67
C -0.3941 1.1230 1.0979 -0.65
C 2.2329 -0.0502 1.0756 -0.96
N 0.2622 -0.2785 -1.4026 -0.20
C 0.9101 -1.2262 -0.9087 0.37
C 1.2990 -2.4650 -0.7773 -0.54
O 1.0479 0.7871 -1.8812 -0.57
H 1.3091 1.2657 -1.0666 0.48
H -2.7511 1.9967 -0.5635 0.23
H -2.0706 0.9758 -1.8232 0.23
H -1.1106 2.3171 -1.1845 0.23
H -1.4466 -1.3001 1.0462 0.22
H -2.1537 -1.1781 -0.5733 0.23
H -2.9808 -0.4488 0.8159 0.23
H -0.2192 2.1938 1.1204 0.22
H -0.4493 0.6969 2.0963 0.23
H 0.9626 0.5238 0.9008 0.27
H 3.0920 -0.3509 0.4818 0.22
H 2.5776 0.7310 1.7528 0.21
H 1.9488 -0.9022 1.6920 0.20
H 1.2970 -3.1254 -1.6341 0.24
H 1.7438 -2.8169 0.1428 0.23
```

As for the total energy: -405.4701 hartree.

---

# 4
Molecular formula: C8H10NO3P2
Method: DFT, ωB97M-V/def2-TZVPD

XYZ file:
```
24
Properties=species:S:1:pos:R:3:nbo_charge:R:1
C -0.4532 -0.8557 -0.1548 -0.30
C 0.9084 -1.0720 -0.0394 0.02
C -1.0754 0.3613 0.0277 0.20
C -0.2536 1.6049 0.0122 0.43
C 1.6937 0.0967 0.1328 -0.47
C 1.1382 1.3993 -0.0033 -0.48
C -3.2404 1.6756 0.1251 -0.43
C 1.6459 -2.3787 -0.1400 -0.07
N -2.3844 0.5471 -0.0427 -0.05
O -0.6787 2.7548 -0.0775 -0.51
O 2.8833 -2.1061 0.6180 -0.71
O -3.1617 -0.8221 0.1603 -0.54
P 3.4673 -0.1588 0.1159 0.95
P 2.0782 2.8155 -0.0937 0.73
H -1.1312 -1.7641 -0.2334 0.26
H -2.6561 2.5086 0.2505 0.27
H -3.8527 1.4898 1.0530 0.21
H -4.0337 1.6862 -0.7694 0.23
H 1.8502 -2.5722 -1.1487 0.22
H 1.2264 -3.1318 0.3807 0.22
H 3.4392 -2.8949 0.7895 0.55
H -3.9164 -0.5415 0.5836 0.47
H 3.3913 -0.5779 -1.2921 -0.04
H 3.1153 1.9360 -0.2544 -0.16
```

As for the total charge: +1. As for the total energy: -1273.5446 hartree.

---

# 5
Molecular formula: C2H3N3O
Method: DFT, ωB97M-V/def2-TZVPD

XYZ file:
```
9
Properties=species:S:1:pos:R:3:nbo_charge:R:1
N -1.3512 0.4000 -1.0342 -0.80
C -0.1928 0.1680 -0.3833 0.66
N 0.4732 -0.9419 -0.2957 -0.55
C 1.3146 -0.6132 0.7227 0.15
N 1.2111 0.5898 1.2081 -0.17
O 0.2272 1.1612 0.3969 -0.31
H -1.8118 -0.4546 -1.3266 0.41
H -1.8815 1.0174 -0.4154 0.40
H 2.0113 -1.3267 1.1276 0.21
```

As for the total energy: -317.4894 hartree.

---

# 6
Molecular formula: C23H17F8IrN4O4S
Method: DFT, ωB97M-V/def2-TZVPD

XYZ file:
```
58
Properties=species:S:1:pos:R:3:nbo_charge:R:1
Ir 0.0980 -0.4589 0.7367 0.95
F 2.3109 -2.3152 5.3204 -0.31
C 2.4500 -0.9833 5.2928 0.98
F 3.4349 -0.6583 6.1412 -0.31
F 1.3134 -0.4487 5.7712 -0.31
C 2.7361 -0.4714 3.9039 -0.21
C 3.8377 0.3311 3.6665 -0.08
C 4.0620 0.8404 2.3915 -0.28
C 3.1653 0.5280 1.3942 0.09
N 2.0934 -0.2287 1.6218 -0.47
C 1.8572 -0.7248 2.8471 0.10
S 0.3685 -1.5984 2.9122 0.10
H 4.5139 0.5622 4.4773 0.25
H 4.9188 1.4612 2.1788 0.24
H 3.3029 0.8817 0.3806 0.19
O -5.8956 -3.4565 -1.6822 -0.45
C -4.8715 -4.0865 -1.7988 0.79
O -4.3742 -5.1158 -2.1812 -0.44
C -3.5968 -3.0892 -1.1921 0.08
C -3.8877 -1.7706 -0.9080 -0.20
C -2.8286 -0.9721 -0.5133 0.05
N -1.5863 -1.4535 -0.4101 -0.47
C -1.3360 -2.7261 -0.7064 0.12
C -2.3286 -3.6099 -1.1041 -0.23
C 0.1622 -3.1410 -0.7472 0.75
O 0.4309 -4.2108 -1.2479 -0.60
O 0.9359 -2.2181 -0.3305 -0.76
H -4.8894 -1.3802 -0.9931 0.26
H -2.9707 0.0769 -0.2958 0.22
H -2.0845 -4.6316 -1.3535 0.30
N 0.9518 1.3042 -4.3604 -0.49
C 1.0714 -0.1663 -4.0913 -0.24
C 0.2996 -0.5062 -2.8170 -0.26
N 0.7456 0.2782 -1.6734 -0.61
C 0.7003 1.7117 -1.9432 -0.27
C 1.4743 2.1005 -3.2032 -0.24
H -0.0365 1.5296 -4.4958 0.43
H 1.4526 1.5519 -5.2146 0.45
H 2.1286 -0.4056 -3.9773 0.23
H 0.6791 -0.7242 -4.9400 0.25
H 0.4391 -1.5635 -2.5998 0.28
H -0.7698 -0.3317 -2.9745 0.21
H 1.6800 -0.0174 -1.4012 0.40
H 1.1179 2.2486 -1.0954 0.27
H -0.3479 2.0068 -2.0534 0.21
H 2.5346 1.8745 -3.0904 0.23
H 1.3634 3.1633 -3.4127 0.25
F 1.1637 2.6568 0.9061 -0.35
C -0.1344 2.6072 1.3176 0.33
C -0.7635 1.3765 1.3821 -0.40
C -2.0543 1.4192 1.8924 0.35
F -2.7211 0.2620 2.0631 -0.32
C -2.7172 2.5928 2.2099 0.26
F -3.9792 2.5712 2.6276 -0.28
C -2.0666 3.8067 2.0443 0.28
F -2.7026 4.9480 2.2670 -0.27
C -0.7492 3.8101 1.6150 0.25
F -0.1018 4.9636 1.4464 -0.29
```

As for the expectation value of S²: 0.76. As for the total charge: +1. As for the total energy: -2707.7997 hartree. The spin multiplicity is 2.